Record 1
C31H46N2O19P2S2 | wB97M-V/def2-TZVPD

CARTESIAN COORDINATES (ANGSTROEM)
C -6.860 -4.433 5.648
C 2.076 7.482 3.377
N 1.584 4.786 -1.524
C -4.529 -3.656 1.505
H -2.914 -6.150 -2.901
H 3.567 -0.969 -3.968
C -2.123 -6.110 -4.905
H -1.244 -0.297 -3.557
H -6.529 -3.138 0.847
H 6.205 -1.204 -4.097
O 5.379 6.982 3.939
C -2.324 -5.434 -6.228
C -7.923 -3.418 7.329
C 3.604 -0.304 -1.748
H 5.347 -2.394 -2.974
O -5.148 -3.463 -0.674
H -4.176 -0.728 -2.222
C 7.616 5.514 1.700
H 6.228 -0.876 -2.225
H -2.458 -4.532 -3.473
H -8.715 -2.681 7.475
H -4.355 -2.608 1.771
O 3.132 6.670 3.876
H -6.641 -1.882 6.513
O 7.463 3.099 -0.671
O 1.145 -0.642 -4.973
C 2.340 0.715 -1.727
H -0.772 -2.073 -1.545
S 4.440 2.777 -1.504
H -3.351 -5.093 -6.393
O -3.452 -4.075 0.668
C 2.644 2.254 -1.616
H 2.746 7.492 1.323
H 1.749 -4.052 -4.684
H -6.279 -1.634 8.930
P 0.836 -2.088 -4.095
C -5.707 -3.808 0.589
H -4.885 -5.533 2.524
H 1.216 6.871 3.094
C -3.821 -3.773 -0.608
C 7.273 3.862 0.238
C 2.105 9.481 1.828
H 9.435 5.997 2.750
H -4.784 -2.268 8.206
O -2.047 -6.486 -7.146
C -5.835 -2.488 8.412
C -4.607 -4.501 2.758
H 3.282 -1.385 -1.489
O 8.257 4.495 0.935
C -6.577 -2.787 7.128
O 4.063 8.313 2.656
H -1.641 -4.595 -6.379
C 5.601 -1.273 -3.115
H 4.379 -0.020 -0.938
H 8.354 4.953 3.655
H 4.453 0.669 -3.665
H -2.719 -1.474 -1.401
S -0.094 5.202 -1.572
N -1.011 3.753 -1.618
H -3.943 -5.310 -4.047
H 4.830 3.391 -2.687
C 0.007 2.700 -1.644
H 1.891 -0.834 -5.603
C -2.352 -7.652 -6.503
O 2.112 -3.168 -4.409
H 2.757 10.028 1.142
O -8.107 -4.125 6.109
H 1.775 8.180 4.165
O -0.457 -2.703 -4.695
H 7.965 6.675 3.486
C 2.722 8.150 2.199
C -2.899 -5.484 -3.767
H 1.131 9.342 1.354
C 0.835 0.174 -1.785
H -3.634 -4.543 3.254
O -1.733 0.812 -1.723
H -3.140 -1.991 -3.155
P 0.556 -1.693 -1.934
O -5.900 -3.782 6.363
H -1.061 -6.176 -4.641
H -7.949 -4.139 8.152
C -0.359 1.155 -1.721
C 6.257 4.920 1.924
O 6.038 4.207 0.713
O -2.409 -8.723 -7.036
H -2.776 0.783 -3.566
O -3.080 -3.780 -1.552
C 1.473 3.336 -1.590
O -2.585 -7.431 -5.179
C 4.238 -0.381 -3.230
H 5.489 5.676 2.073
H 1.974 10.117 2.709
C 8.381 5.806 2.971
H 7.567 6.415 1.077
H -5.340 -4.097 3.455
C -3.105 -1.112 -2.430
C -2.115 0.081 -2.926
H 6.223 4.207 2.754
H -5.849 -3.348 9.088
H -6.085 -4.833 0.530
C 4.296 7.293 3.528
O -6.640 -5.180 4.736

Computed properties:
* orbital gap: 6.868 eV
* HOMO level: -8.3 eV
* spin multiplicity: 1

These are the Löwdin partial charges, in e, on atoms 1 to 8:
1 C -0.52
2 C -0.10
3 N -0.25
4 C -0.34
5 H 0.09
6 H 0.07
7 C -0.34
8 H 0.08



Record 2
C31H46N2O6P2Pd | wB97M-V/def2-TZVPD

CARTESIAN COORDINATES (ANGSTROEM)
H -4.269 1.702 -1.657
H 0.990 1.780 1.289
C -5.477 -3.719 5.723
H -3.074 1.859 -2.974
H 6.067 4.067 -3.363
H 7.794 3.716 -3.702
C -4.901 -0.730 -0.301
N -4.559 -6.013 5.376
Pd -0.757 -0.308 -1.316
H 7.224 3.176 0.723
H 6.114 0.805 1.337
H -2.855 -4.771 3.785
C -3.300 -0.125 -2.216
C -2.576 -2.231 2.822
H -0.286 -2.741 -3.379
H 2.633 1.447 -0.502
H 7.886 0.646 -4.473
O -7.260 -1.822 6.756
H -2.241 -0.839 -5.035
C -3.854 1.209 -2.549
H -5.098 0.347 -0.237
O -6.210 -0.194 5.726
H -5.822 -1.213 -0.657
H -4.381 -0.786 4.358
H 5.683 2.381 2.074
C 8.175 0.997 -3.478
C -3.079 -3.420 -0.417
H 4.623 4.349 0.966
C 1.775 0.759 -0.497
H -6.227 -4.093 6.413
P 5.132 2.322 -0.294
C -1.944 -2.032 -2.217
H 8.983 1.731 -3.572
H -0.614 -0.753 -4.312
H -0.502 -0.816 1.270
O -1.469 -2.806 2.716
C 6.812 3.212 -0.295
O -5.475 -6.518 6.057
H -2.994 -4.301 -1.069
H 3.128 3.520 0.400
H 8.518 0.152 -2.871
C -2.166 -0.746 -2.880
O -3.106 -1.300 2.155
C -3.516 -2.721 3.937
H 8.312 1.705 -0.822
C -1.073 -3.128 -2.724
P 6.707 1.781 -2.691
C -5.413 -2.347 5.432
C -4.539 -4.584 5.132
H -1.635 0.690 -4.357
H -0.597 -3.660 -1.888
H -2.455 0.379 1.004
C -3.563 -4.085 4.247
H -0.542 2.117 -2.798
C -1.730 2.298 0.225
C -2.961 -2.190 -1.228
C 7.740 2.526 -1.285
C -0.371 0.164 0.778
O -3.630 -6.687 4.881
H 8.459 3.235 -1.717
C 4.148 3.820 0.128
H 2.204 -0.246 -0.625
H -1.663 -3.863 -3.294
C -0.629 2.874 -0.728
H -4.669 1.139 -3.292
H -2.275 -3.485 0.336
C -1.558 0.864 0.591
H 4.401 1.167 1.723
H -4.675 -1.097 0.713
H -1.061 3.741 -1.255
C 1.025 0.770 0.857
H 4.111 4.481 -0.750
H 6.523 3.029 -4.753
C 6.774 3.312 -3.723
H 1.584 0.134 1.559
C -4.424 -1.851 4.561
N -6.351 -1.403 6.006
H -4.027 -3.452 0.137
H -2.702 2.412 -0.275
C -1.643 -0.395 -4.224
C -0.158 1.927 -1.786
H -1.799 2.902 1.144
C 0.897 1.014 -1.700
C 5.352 1.594 1.383
C -3.764 -1.011 -1.209
H 6.635 4.269 -0.556
H 0.198 3.273 -0.120
H 1.309 0.691 -2.659

Computed properties:
* net charge: +2
* ⟨S²⟩: 6.02
* orbital gap (spin up / spin down): 6.539 / 3.349 eV
* HOMO level (spin up / spin down): -12.4 / -12.4 eV
* spin multiplicity: 5
* ΔE to the lowest compared entry with this formula, charge and spin: 0.0 kJ/mol

These are the Löwdin partial charges, in e, on atoms 1 to 8:
1 H 0.08
2 H 0.12
3 C 0.10
4 H 0.09
5 H 0.05
6 H 0.06
7 C 0.02
8 N -0.31



Record 3
C31H47Br2N4OS | wB97M-V/def2-TZVPD

CARTESIAN COORDINATES (ANGSTROEM)
H 2.016 -3.354 -0.528
H -1.125 1.365 0.013
C -6.983 1.402 2.060
H 2.476 1.309 3.480
H 2.517 3.871 4.050
N -3.112 -1.244 0.255
C 3.133 2.297 -1.231
C 2.772 1.681 1.299
H -4.664 -2.493 -2.697
N -7.992 -0.969 -0.293
C 0.974 1.920 6.442
H 1.319 -3.192 -3.088
H 4.312 -3.347 -4.686
C 1.899 -2.408 -2.543
C 7.051 -2.743 -4.228
H 1.016 -1.209 -0.911
H 4.553 -4.046 -6.286
H -5.258 2.529 1.411
C 5.037 -3.855 -5.327
C 3.082 0.776 -1.634
H -6.832 -0.681 2.624
H 2.668 -1.998 -3.258
H 3.423 -2.235 -0.884
H -1.676 4.035 7.261
C 2.660 3.521 2.972
H 2.937 5.634 2.173
H -4.058 -4.215 -0.229
H -8.462 -0.034 2.673
H 6.015 -2.064 -6.004
C -4.940 -3.243 -1.950
C 2.884 4.547 1.966
H -7.689 2.062 1.549
H 3.222 4.821 -0.242
C -7.532 -0.025 2.100
C 0.949 -1.208 -2.027
H -6.123 -1.862 -0.767
C -3.786 -3.455 -0.966
H 0.565 0.748 -0.279
H 0.034 4.377 7.513
H -2.919 -3.839 -1.511
H -0.577 -1.905 -3.559
H -1.155 1.893 6.172
H 0.963 1.338 7.367
C -5.621 1.500 1.381
H 5.282 -4.817 -4.873
O 3.320 3.099 -2.113
C 2.617 2.096 2.703
H 1.107 1.208 5.623
H 7.339 -3.689 -3.763
H 6.955 -3.531 -6.222
H 0.233 2.491 0.291
C -0.700 3.574 7.420
H -1.004 -2.214 -1.831
H -7.033 -2.715 -2.002
C -0.097 1.637 -0.365
N 5.652 -1.324 -2.540
N 2.995 3.579 6.474
C -0.510 -1.480 -2.527
H -5.115 -4.178 -2.488
H -6.548 -3.559 -0.527
C 2.990 2.685 0.263
H -4.886 0.866 1.882
C -0.363 2.642 6.262
H -5.675 1.199 0.332
Br -1.567 3.599 -2.139
C -0.279 2.173 -1.806
C -7.797 -0.554 0.761
H -0.359 3.213 5.329
C 6.290 -3.010 -5.530
H -6.890 1.769 3.086
C -3.406 -2.217 -0.282
C 6.270 -1.945 -3.283
H 2.700 0.582 1.118
C 0.445 1.670 -2.854
H 7.977 -2.211 -4.460
Br 0.127 2.419 -4.642
S 1.683 0.346 -2.781
H -1.110 -0.537 -2.459
C -6.235 -2.818 -1.267
H 3.135 0.063 -0.774
C 2.729 -3.005 -1.320
H -0.733 3.028 8.365
C 2.108 2.846 6.455
H 3.313 -3.883 -1.693
H 4.023 0.579 -2.251
C 3.047 4.105 0.588

Computed properties:
* net charge: +1
* orbital gap: 8.680 eV
* HOMO level: -12.0 eV
* spin multiplicity: 1

These are the Löwdin partial charges, in e, on atoms 1 to 8:
1 H 0.08
2 H 0.10
3 C -0.26
4 H 0.10
5 H 0.08
6 N 0.15
7 C -0.38
8 C -0.04



Record 4
C31H47BrCuGeN4O3Si3 | wB97M-V/def2-TZVPD

CARTESIAN COORDINATES (ANGSTROEM)
C -0.993 -3.590 -1.787
C 2.212 2.035 1.462
H -2.533 -3.448 2.175
H -3.238 3.076 -1.369
C 2.696 4.586 -2.039
O -3.303 -1.455 -1.230
C 1.300 -3.572 -1.796
C 1.430 -1.804 3.968
C -5.632 1.002 -2.532
Si 1.146 -2.031 2.095
C 3.701 2.371 -2.655
H -5.422 3.138 -2.480
H 3.567 -2.563 1.716
H -3.448 -1.369 5.167
C -4.065 0.349 2.473
C -4.972 2.188 -2.241
C 2.611 5.950 -2.244
H 2.787 -2.238 0.186
H 2.201 2.010 0.375
C -1.759 0.989 -0.648
H 0.483 -1.660 4.481
H -2.472 -1.279 -0.746
C 0.428 -3.779 1.816
H -0.609 2.011 4.451
H 3.365 7.641 -3.325
H -0.198 -3.818 0.932
N -0.867 1.516 -1.688
N 3.799 -5.056 -1.514
C -2.499 -1.240 4.659
N 0.412 1.166 -1.685
C 1.299 1.896 -2.266
H 4.650 -5.591 -1.453
C 2.679 1.540 -2.373
C 2.641 -5.748 -1.570
H -3.679 1.330 2.740
H 0.213 -6.745 -1.616
H -4.964 0.180 3.058
H -1.912 -3.024 -1.826
H 0.743 3.127 4.404
H 3.878 -4.061 -1.614
H 2.188 -2.961 -1.855
Si -2.765 -1.015 2.785
Ge -0.584 -0.252 1.825
H 3.252 -0.914 1.225
C 1.369 -4.952 -1.691
H 5.054 6.321 -4.540
O 2.599 -6.953 -1.477
C 2.844 -1.920 1.220
C -5.068 -0.205 -2.178
H 1.213 -4.520 1.700
H -1.461 3.650 1.667
C -1.023 -4.972 -1.719
H 1.031 1.403 4.535
H 2.791 1.183 1.803
O -1.255 -0.204 -0.167
H -6.594 1.022 -3.020
C -3.742 2.152 -1.617
H 5.215 3.894 -4.186
C 4.390 5.834 -3.843
H -1.785 1.725 0.180
C -3.307 -2.696 2.055
H -1.967 -5.492 -1.689
C -3.818 -0.245 -1.562
C -3.140 0.942 -1.284
N 0.149 -2.900 -1.830
H -3.547 -2.628 0.999
Si 0.428 2.015 2.164
H -5.572 -1.141 -2.362
H -1.124 2.423 -2.072
H -0.179 -4.087 2.663
H 0.055 4.472 1.942
Br 3.055 -0.325 -2.133
H 1.916 -2.666 4.413
C 3.608 3.815 -2.768
Cu 0.240 -0.927 -1.474
H 1.012 2.841 -2.733
H -4.362 0.380 1.429
C 0.399 2.154 4.070
H -0.248 3.709 0.401
C 0.171 -5.667 -1.669
H -1.904 -2.124 4.863
H 2.743 2.935 1.762
H -4.195 -3.065 2.563
C 3.441 6.577 -3.160
H 2.082 4.124 -1.279
C -0.396 3.604 1.471
H 1.899 6.536 -1.682
H 4.677 1.949 -2.846
C 4.484 4.472 -3.640
H -1.999 -0.390 5.113
H 2.051 -0.939 4.175

Computed properties:
* net charge: +1
* orbital gap: 7.772 eV
* HOMO level: -10.6 eV
* spin multiplicity: 1

These are the Löwdin partial charges, in e, on atoms 1 to 8:
1 C -0.09
2 C -0.19
3 H 0.01
4 H 0.11
5 C -0.05
6 O 0.01
7 C -0.09
8 C -0.22



Record 5
C31H47F5O19 | wB97M-V/def2-TZVPD

CARTESIAN COORDINATES (ANGSTROEM)
H 4.368 -1.467 5.788
H 2.566 4.358 0.242
C -1.615 3.788 -0.612
C -0.799 2.015 2.930
H -0.924 3.871 -3.461
H 2.910 -3.722 6.157
C 2.399 -2.366 3.339
H 0.874 0.767 5.639
O -3.961 3.814 -6.031
H -2.358 -0.079 -4.940
C -3.560 1.332 -3.715
C -0.830 4.606 -2.661
H 0.846 -0.081 4.115
H 4.590 3.585 -1.462
H 0.100 -2.025 -1.162
O -3.153 1.675 -5.939
H -1.198 3.030 2.936
F -2.489 -3.164 1.740
O -0.228 4.046 -0.452
H -1.318 1.427 2.172
O 5.110 2.606 0.297
O 1.962 -3.078 4.501
C 2.755 -2.768 5.653
C -2.283 -2.086 2.495
O 0.566 2.150 2.665
C -2.163 -3.890 -3.231
H 2.440 2.777 -0.620
C 0.272 0.597 -0.559
H -1.687 0.248 0.113
O -4.082 2.551 -4.171
H 1.107 5.071 -1.718
C 3.006 3.372 0.097
F -4.065 -5.972 -2.423
H -2.694 -6.949 -3.412
H 2.788 -3.099 2.633
C -2.847 -5.945 -3.015
C -0.985 -0.207 -0.585
C 1.261 -0.233 0.395
F 2.638 -2.511 -4.081
C 4.455 3.607 -0.381
H 4.103 -1.104 2.994
H -1.156 1.893 5.150
H 0.794 -2.480 -3.364
H 2.986 -0.410 4.215
O -1.470 -2.879 4.491
H 0.106 1.585 -0.129
H -2.210 5.706 -1.510
H -1.598 0.445 4.116
O 4.876 1.224 2.053
C 3.430 -1.325 3.823
H -2.125 3.980 0.332
H 2.147 -2.063 6.219
C -2.790 -2.527 4.640
H -0.473 -3.156 2.680
C 1.281 2.021 3.899
O 0.196 1.254 -4.129
C 0.520 0.089 -4.302
H -3.917 -0.054 -5.412
H -2.110 -6.097 -0.908
H 2.213 -0.459 -0.085
O -3.206 -1.833 3.548
O 0.004 -0.612 -5.313
H 0.645 0.655 -1.582
O -3.514 -2.710 5.571
O 0.455 -1.371 0.794
H -2.124 -1.218 1.855
C 0.827 -1.851 -5.468
H 0.732 3.321 -1.970
H -0.555 5.541 -3.149
H -4.236 0.703 -3.136
H 1.542 -1.647 -6.265
H 2.324 1.752 3.727
C -3.734 2.807 -5.429
H 0.090 -2.619 -5.702
H -0.548 -1.482 3.369
C -0.899 1.260 4.301
C 3.941 -2.087 5.000
C -0.428 -1.585 -0.317
F -2.453 1.548 -2.989
O -2.633 -4.923 -3.915
O -2.139 -2.749 -3.653
C -2.021 4.663 -1.767
H -1.130 -2.398 -0.130
C -1.899 -5.748 -1.918
C -3.182 0.632 -4.993
C 0.550 0.848 4.602
C 0.335 4.301 -1.707
C -1.057 -2.440 3.258
H -2.955 4.301 -2.196
H -0.982 -6.251 -2.225
H 1.411 0.360 1.297
C 1.414 -1.962 -4.095
F 4.843 4.815 -0.006
O 1.550 -0.592 -3.683
H 1.634 -1.831 2.776
O 3.327 2.683 1.304
O -1.800 -4.309 -1.987
H -1.702 2.724 -0.830
C 4.511 2.156 1.356
H 1.269 2.915 4.521
H 4.646 -2.854 4.679
H -1.432 -0.204 -1.579

Computed properties:
* orbital gap: 8.999 eV
* structure (SMILES): O=C1OC[C@@H](F)O1.O=C1OC[C@@H](F)O1.O=C1OC[C@@H](F)O1.O=C1OC[C@@H](F)O1.O=C1OC[C@@H](F)O1.C1CCOC1.C1CCOC1.C1CCOC1.C1CCOC1
* HOMO level: -9.2 eV
* spin multiplicity: 1
* ΔE to the lowest compared entry with this formula, charge and spin: 33.5 kJ/mol

These are the Löwdin partial charges, in e, on atoms 1 to 8:
1 H 0.11
2 H 0.14
3 C -0.19
4 C -0.19
5 H 0.10
6 H 0.12
7 C -0.20
8 H 0.12



Energy? In order: -115019.3305, -70189.9747, -191827.7739, -239841.4110, -85395.6287 eV.
Molecular weight? In order: 876.8, 711.1, 683.6, 824.1, 818.7 g mol⁻¹.